The following is a DFT calculation (ωB97M-V/def2-TZVPD) of an isolated molecule of C5H12OSi at a distorted geometry.

Summary:
SMILES: C[Si](C)(C)CC=O
E_tot, eV: -15303.660
Net charge: 0
M, g/mol: 116.24
Frontier orbital gap, eV: 10.27

Last column: natural (NBO) charge in e.
Element x y z (Å)
C (0.7285, -0.8516, -2.3067)  0.462
C (1.2814, -0.7067, -0.7714)  -0.914
C (-0.6728, 1.8001, -0.3638)  -1.092
C (0.6307, 0.4736, 2.2212)  -1.082
C (-1.5202, -1.1333, 0.4656)  -1.015
O (-0.1147, -0.3588, -3.0332)  -0.527
Si (-0.0563, 0.1813, 0.4288)  1.509
H (1.3844, -1.6486, -2.7926)  0.082
H (1.5169, -1.6306, -0.3723)  0.238
H (2.0163, 0.1305, -0.9306)  0.255
H (0.0649, 2.3346, -0.8575)  0.233
H (-1.4672, 1.5371, -1.0623)  0.250
H (-1.0149, 2.5052, 0.3718)  0.235
H (1.4671, 1.0988, 2.1720)  0.232
H (-0.1751, 0.7411, 2.8986)  0.241
H (1.1382, -0.4495, 2.6127)  0.234
H (-1.3052, -1.7745, 1.2021)  0.217
H (-2.3698, -0.6632, 0.5797)  0.217
H (-1.5321, -1.5857, -0.4618)  0.224